Below is a cluster of 10 separate species, C25H38BBrN10O3P in total at a distorted geometry, with properties calculated with ωB97M-V with the def2-TZVPD basis set.

Atoms and positions in Å:
C: 1.523 -0.809 1.522
C: 0.877 0.281 1.915
C: 0.476 1.847 2.138
B: -0.584 2.409 0.968
C: 0.002 2.168 -0.547
C: 0.179 3.589 -1.343
N: 1.412 4.123 -1.412
C: -2.034 1.713 1.302
C: -3.027 1.527 0.062
O: -3.497 0.341 -0.133
O: -3.489 2.547 -0.831
P: -0.595 4.351 1.237
O: -0.201 4.536 2.926
Br: -2.702 5.195 1.054
H: 2.203 -1.713 1.230
H: -0.097 1.858 3.158
H: 1.394 2.538 2.148
H: 1.095 1.778 -0.429
H: -0.543 1.376 -1.174
H: -0.679 4.132 -1.877
H: 1.391 5.014 -1.938
H: -2.576 2.429 2.048
H: -1.917 0.718 1.897
H: -2.705 2.901 -1.319
H: -0.029 5.482 3.138
C: -4.372 -2.631 -0.868
C: -4.235 -4.050 -0.529
N: -4.127 -5.164 -0.252
H: -3.622 -2.317 -1.598
H: -5.354 -2.411 -1.296
H: -4.252 -1.995 0.012
C: -2.337 0.455 -3.908
C: -2.144 1.908 -3.885
N: -1.992 3.050 -3.868
H: -1.412 -0.076 -3.665
H: -3.093 0.139 -3.183
H: -2.663 0.107 -4.891
C: 3.099 1.962 -3.484
C: 2.048 0.973 -3.728
N: 1.224 0.188 -3.918
H: 3.024 2.388 -2.479
H: 4.097 1.526 -3.579
H: 3.042 2.793 -4.192
C: -2.053 -6.013 2.554
C: -1.012 -5.002 2.772
N: -0.196 -4.206 2.943
H: -2.779 -5.686 1.805
H: -1.631 -6.959 2.205
H: -2.607 -6.225 3.473
C: 2.432 -5.314 0.376
C: 3.473 -4.300 0.592
N: 4.294 -3.506 0.763
H: 1.699 -4.986 -0.366
H: 2.852 -6.258 0.020
H: 1.884 -5.529 1.298
C: -1.163 2.928 6.630
C: -0.898 1.790 5.744
N: -0.689 0.897 5.046
H: -0.545 2.889 7.531
H: -0.956 3.880 6.134
H: -2.207 2.952 6.953
C: -1.630 7.621 4.643
C: -1.944 6.876 5.867
N: -2.191 6.291 6.828
H: -2.518 8.105 4.227
H: -0.891 8.405 4.827
H: -1.225 6.968 3.867
C: 3.638 -2.607 -3.554
C: 4.681 -1.602 -3.342
N: 5.494 -0.801 -3.175
H: 2.905 -2.276 -4.294
H: 4.057 -3.551 -3.913
H: 3.093 -2.824 -2.632
C: 4.113 -6.552 -5.832
C: 3.677 -6.463 -4.435
N: 3.334 -6.394 -3.337
H: 4.895 -7.305 -5.962
H: 3.287 -6.824 -6.495
H: 4.516 -5.601 -6.189

Cartesian forces (eV/Å) of the 6 atoms listed first:
-2.6 5.3 1.8
4.3 -3.8 -2.6
-0.3 -1.6 0.8
-0.4 -1.2 0.8
1.7 1.2 -1.7
3.0 -0.2 -0.4

Its LUMO energy is 1.7 eV. The HOMO energy comes out at -0.1647 Eh. As for the charge: -1.

Here are the Mulliken charges for atoms 1 to 2, given in e: number 1, C, carries -0.101; number 2, C, carries -0.365

---

Below is a cluster of 12 separate species, C31H53N11O4S in total at a distorted geometry, with properties calculated with ωB97M-V with the def2-TZVPD basis set.

Atoms and positions in Å:
C: 2.889 -0.675 2.465
C: 2.789 0.858 2.175
C: 2.329 1.159 0.710
C: 0.771 1.056 0.527
C: 0.334 0.155 -0.672
O: 1.047 -1.093 -0.741
S: 0.183 -2.369 -0.037
O: -1.008 -2.515 -0.908
O: -0.222 -1.756 1.465
C: -1.469 -2.258 1.946
O: -1.860 -1.391 3.016
C: -2.485 -0.245 2.417
C: -2.229 1.072 3.230
C: -2.593 2.251 2.246
H: 1.880 -1.114 2.626
H: 3.376 -1.235 1.635
H: 3.457 -0.830 3.408
H: 3.804 1.290 2.297
H: 2.131 1.381 2.907
H: 2.689 2.186 0.468
H: 2.814 0.458 0.002
H: 0.405 2.085 0.293
H: 0.247 0.775 1.469
H: -0.770 0.035 -0.651
H: 0.580 0.716 -1.603
H: -1.392 -3.279 2.379
H: -2.288 -2.234 1.203
H: -3.581 -0.464 2.345
H: -2.149 -0.034 1.379
H: -1.163 1.200 3.500
H: -2.896 1.076 4.115
H: -1.976 2.122 1.328
H: -2.417 3.234 2.725
H: -3.655 2.134 1.955
C: -4.392 4.016 5.679
C: -4.924 3.342 4.499
N: -5.342 2.812 3.572
H: -4.970 4.909 5.920
H: -4.415 3.364 6.552
H: -3.357 4.325 5.527
C: 3.420 -3.163 -1.326
C: 4.684 -3.136 -0.598
N: 5.676 -3.114 -0.021
H: 2.933 -2.191 -1.318
H: 3.564 -3.444 -2.370
H: 2.724 -3.881 -0.891
C: -7.347 2.605 0.838
C: -8.227 3.442 0.028
N: -8.917 4.100 -0.610
H: -7.715 2.508 1.859
H: -7.263 1.599 0.424
H: -6.341 3.020 0.894
C: -2.200 -4.651 5.154
C: -1.276 -5.390 4.297
N: -0.553 -5.970 3.620
H: -3.175 -4.535 4.680
H: -2.356 -5.164 6.104
H: -1.822 -3.653 5.377
C: 1.975 -0.653 -4.540
C: 3.243 -0.622 -3.816
N: 4.238 -0.600 -3.245
H: 1.487 0.322 -4.528
H: 2.121 -0.934 -5.583
H: 1.284 -1.372 -4.098
C: 7.400 0.404 -4.904
C: 7.610 1.586 -5.735
N: 7.776 2.511 -6.394
H: 7.036 -0.438 -5.493
H: 8.323 0.086 -4.419
H: 6.667 0.589 -4.118
C: -9.162 6.916 -3.089
C: -8.122 7.872 -3.459
N: -7.304 8.622 -3.750
H: -9.017 6.539 -2.076
H: -10.153 7.369 -3.130
H: -9.167 6.056 -3.758
C: -4.079 7.532 -4.948
C: -3.154 6.889 -5.878
N: -2.427 6.383 -6.608
H: -5.057 7.690 -5.402
H: -4.228 6.929 -4.053
H: -3.709 8.506 -4.628
C: 3.132 -6.676 2.170
C: 2.276 -5.910 1.271
N: 1.590 -5.307 0.577
H: 2.745 -6.667 3.188
H: 3.207 -7.718 1.859
H: 4.143 -6.270 2.201
C: 7.695 -0.539 -8.836
C: 7.039 -1.497 -7.949
N: 6.525 -2.244 -7.247
H: 8.750 -0.424 -8.585
H: 7.637 -0.859 -9.877
H: 7.233 0.446 -8.767
C: 2.771 -6.428 6.636
C: 3.705 -7.165 5.789
N: 4.437 -7.743 5.121
H: 1.802 -6.311 6.148
H: 2.603 -6.943 7.582
H: 3.146 -5.431 6.866

Cartesian forces (eV/Å) of the 6 atoms listed first:
-0.5 0.3 0.4
0.5 -0.5 -0.6
-0.3 0.1 0.6
0.1 0.4 -0.2
0.1 1.8 0.0
-1.6 -0.4 1.7

Its LUMO energy is 0.1 eV. The HOMO energy comes out at -0.3690 Eh.

Here are the Mulliken charges for atoms 1 to 2, given in e: number 1, C, carries -0.518; number 2, C, carries -0.672

---

Below is the molecule C6Cl3F3 at a distorted geometry, with properties calculated with ωB97M-V with the def2-TZVPD basis set.

Atoms and positions in Å:
F: -0.086 2.674 2.153
F: 0.571 -2.045 1.542
F: 1.189 0.963 -2.116
Cl: -0.171 0.125 3.567
Cl: 0.479 3.403 -0.630
Cl: 1.246 -1.932 -1.353
C: 0.217 1.646 1.354
C: 0.518 -0.787 1.067
C: 0.833 0.741 -0.827
C: 0.229 0.327 1.883
C: 0.472 1.797 0.000
C: 0.854 -0.564 -0.290

Cartesian forces (eV/Å) of the 6 atoms listed first:
0.3 -0.6 -0.7
-0.2 1.1 -0.1
-0.5 -0.2 1.4
0.2 -0.1 -0.6
0.0 0.0 -0.1
-0.3 1.1 0.9

Its LUMO energy is 0.1 eV. The HOMO energy comes out at -0.3632 Eh.

Here are the Mulliken charges for atoms 1 to 2, given in e: number 1, F, carries -0.277; number 2, F, carries -0.284

---

Below is a structure of composition C36H46BrCuOPSi, with properties calculated with ωB97M-V with the def2-TZVPD basis set.

Atoms and positions in Å:
Cu: 0.415 -0.451 0.007
C: -2.829 -0.113 -4.257
C: -2.748 0.263 -2.779
C: -3.521 -0.790 -1.971
C: -3.424 1.616 -2.542
P: -1.004 0.251 -1.978
C: -0.424 -1.337 -2.703
C: 0.117 -1.552 -3.968
C: 0.531 -2.821 -4.353
C: 0.387 -3.899 -3.494
C: -0.173 -3.705 -2.238
C: -0.569 -2.437 -1.846
C: -0.019 1.672 -2.790
C: -0.292 2.873 -1.867
C: -0.334 2.071 -4.232
C: 1.471 1.335 -2.705
H: -3.878 -0.080 -4.573
H: -2.459 -1.125 -4.426
H: -2.273 0.568 -4.898
H: -4.577 -0.785 -2.260
H: -3.454 -0.583 -0.900
H: -3.126 -1.791 -2.150
H: -4.492 1.534 -2.767
H: -3.018 2.400 -3.181
H: -3.321 1.926 -1.500
H: 0.224 -0.733 -4.668
H: 0.978 -2.968 -5.329
H: 0.710 -4.887 -3.798
H: -0.289 -4.538 -1.555
H: -0.991 -2.287 -0.855
H: -1.316 3.235 -1.972
H: 0.387 3.695 -2.110
H: -0.135 2.592 -0.824
H: -1.365 2.400 -4.356
H: -0.134 1.262 -4.935
H: 0.314 2.911 -4.504
H: 1.736 0.987 -1.706
H: 2.068 2.223 -2.937
H: 1.742 0.546 -3.409
Br: 6.719 -2.812 -0.248
C: 4.953 -2.041 -0.202
C: 4.121 -2.195 -1.293
C: 2.847 -1.638 -1.238
C: 2.345 -0.941 -0.125
C: 3.260 -0.808 0.932
C: 4.545 -1.340 0.915
H: 4.450 -2.745 -2.166
H: 2.224 -1.768 -2.116
H: 2.962 -0.268 1.827
H: 5.210 -1.231 1.763
C: -3.071 0.390 3.403
C: -1.819 -0.259 4.003
C: -2.205 -0.906 5.338
C: -0.769 0.832 4.240
Si: -1.159 -1.508 2.705
O: -0.985 -0.792 1.313
C: -2.435 -2.927 2.620
C: -2.419 -3.991 3.524
C: -3.321 -5.041 3.427
C: -4.266 -5.055 2.410
C: -4.304 -4.007 1.501
C: -3.399 -2.960 1.612
C: 0.405 -2.430 3.287
C: 0.927 -3.355 2.378
C: 2.080 -4.075 2.644
C: 2.755 -3.886 3.841
C: 2.258 -2.978 4.764
C: 1.097 -2.265 4.487
H: -3.457 1.176 4.064
H: -3.861 -0.352 3.258
H: -2.842 0.835 2.431
H: -2.616 -0.150 6.019
H: -1.347 -1.369 5.831
H: -2.965 -1.678 5.193
H: -1.165 1.624 4.888
H: -0.467 1.281 3.290
H: 0.128 0.428 4.714
H: -1.678 -4.004 4.317
H: -3.283 -5.856 4.142
H: -4.963 -5.881 2.325
H: -5.038 -4.010 0.703
H: -3.432 -2.144 0.895
H: 0.413 -3.506 1.434
H: 2.461 -4.773 1.907
H: 3.662 -4.440 4.054
H: 2.776 -2.820 5.703
H: 0.732 -1.571 5.235

Cartesian forces (eV/Å) of the 6 atoms listed first:
0.5 -0.1 0.5
0.0 0.0 0.0
0.0 0.0 0.4
0.0 0.0 0.1
0.1 0.0 0.0
0.1 0.2 -0.9

Its LUMO energy is 2.5 eV. The HOMO energy comes out at -0.1613 Eh. The relative energy (zero: lowest compared OMol25 entry of this formula, charge and spin) comes out at 9.8 kcal per mole. As for the charge: -1.

Here are the Mulliken charges for atoms 1 to 2, given in e: number 1, Cu, carries -0.942; number 2, C, carries -1.816

---

Below is a structure of composition C10H13F6HgNO4S2 at a distorted geometry, with properties calculated with ωB97M-V with the def2-TZVPD basis set.

Atoms and positions in Å:
C: -2.226 2.216 -1.996
C: -1.863 -0.292 -3.705
C: -0.930 2.627 -2.509
H: -2.483 2.694 -1.047
C: -0.478 -0.038 -3.691
H: -2.193 -1.260 -3.333
H: -0.529 3.643 -2.289
H: 0.167 -0.896 -3.545
C: -0.590 2.483 -4.049
H: 0.045 3.352 -4.320
H: -1.511 2.576 -4.630
C: -3.352 1.543 -2.646
H: -4.110 2.321 -2.921
H: -3.844 0.838 -1.938
C: -2.953 0.691 -3.923
H: -2.751 1.367 -4.766
H: -3.846 0.089 -4.173
C: 0.179 1.186 -4.316
H: 0.264 1.007 -5.391
H: 1.201 1.307 -3.903
Hg: -0.501 0.128 -1.468
H: -0.514 2.167 -1.612
F: -2.096 -2.940 3.210
C: -0.756 -2.724 3.139
F: -0.283 -2.674 4.421
F: -0.178 -3.763 2.504
S: -0.466 -1.161 2.139
O: -0.876 -1.315 0.765
O: -1.002 -0.115 2.975
N: 1.106 -1.248 2.390
S: 1.952 -0.210 1.517
O: 2.040 -0.668 0.127
O: 1.762 1.164 1.841
C: 3.563 -0.735 2.287
F: 3.521 -0.555 3.633
F: 3.886 -2.027 2.047
F: 4.604 0.004 1.817

Cartesian forces (eV/Å) of the 6 atoms listed first:
-1.8 0.9 1.1
1.7 0.3 0.4
0.6 2.3 -1.2
0.1 -0.3 0.0
-1.6 -0.3 -1.7
0.2 -0.1 -0.2

Its LUMO energy (alpha / beta) is -1.2 / -2.4 eV. The HOMO energy (alpha / beta) comes out at -0.3092 / -0.3143 Eh. The relative energy (zero: lowest compared OMol25 entry of this formula, charge and spin) comes out at 0.0 kcal per mole.

Here are the Mulliken charges for atoms 1 to 2, given in e: number 1, C, carries -0.784; number 2, C, carries -0.275

---

Below is a cluster of 13 separate species, C4H33NO13S in total at a distorted geometry, with properties calculated with ωB97M-V with the def2-TZVPD basis set.

Atoms and positions in Å:
O: -1.588 0.064 0.284
C: -0.719 0.148 1.161
N: -0.045 -0.904 1.650
C: -0.508 -2.249 1.149
C: 0.652 -2.757 0.222
S: 0.404 -4.444 -0.277
C: -0.455 -3.122 2.400
H: -0.498 1.165 1.515
H: 0.646 -0.799 2.377
H: -1.459 -2.110 0.652
H: 1.172 -1.985 -0.389
H: 1.539 -2.826 0.866
H: 0.187 -4.274 -1.586
H: 0.402 -3.767 2.528
H: -1.293 -3.833 2.395
H: -0.634 -2.600 3.331
H: -4.260 -0.906 -0.619
H: -3.872 0.344 -1.258
O: -4.585 -0.015 -0.722
H: 3.379 -1.150 2.242
H: 4.464 -0.368 1.267
O: 4.271 -1.016 1.935
H: 2.487 3.100 1.204
H: 1.138 3.626 1.651
O: 1.904 3.066 1.955
H: 2.287 1.225 -1.571
H: 2.835 2.605 -1.270
O: 2.198 1.978 -0.942
H: -0.667 -2.221 -3.326
H: 0.421 -1.621 -2.450
O: -0.367 -1.391 -2.953
H: -1.961 3.000 -1.077
H: -2.751 3.420 0.180
O: -2.012 3.679 -0.397
H: -1.406 1.034 -1.432
H: -1.954 0.467 -2.915
O: -2.088 1.012 -2.120
H: 3.027 0.637 3.240
H: 1.587 1.240 2.902
O: 2.095 0.428 3.024
H: 0.566 0.154 -4.566
H: 0.436 1.654 -4.542
O: 0.994 0.936 -4.213
H: -3.122 1.211 0.990
H: -4.488 1.735 0.584
O: -3.668 2.026 1.013
H: 1.403 0.268 -2.298
H: 2.767 0.090 -2.859
O: 2.202 -0.253 -2.175
H: -0.827 4.751 0.299
H: 0.692 4.484 -0.085
O: 0.099 4.704 0.639

Cartesian forces (eV/Å) of the 6 atoms listed first:
0.2 -0.2 0.4
0.2 0.5 -0.2
-1.8 0.0 -1.5
3.4 0.8 1.1
0.9 1.3 1.1
0.1 -0.4 -0.8

Its LUMO energy is -0.3 eV. The HOMO energy comes out at -0.3484 Eh. The relative energy (zero: lowest compared OMol25 entry of this formula, charge and spin) comes out at 58.3 kcal per mole.

Here are the Mulliken charges for atoms 1 to 2, given in e: number 1, O, carries -0.598; number 2, C, carries -0.076

---

no.,energy (a.u.)
1,-4688.789469
2,-2514.309050
3,-1908.795906
4,-6320.108283
5,-2293.303579
6,-1603.241872